No. 1
C52H43ClN2O10P2SW as an isolated structure at a distorted geometry, computed with wB97M-V/def2-TZVPD.

```
! wB97M-V def2-TZVPD RIJCOSX def2/J DEFGRID3
* xyz 0 1
W -0.32950 0.94284 -0.93625
O -2.46857 -3.45295 -0.14770
S -1.49549 -2.43796 0.32732
C -0.11844 -3.40149 0.93454
C -0.36032 -4.46731 1.79717
C 0.68637 -5.27134 2.20123
C 1.96679 -5.01370 1.72283
C 2.19142 -3.96560 0.85036
C 1.14505 -3.13288 0.43722
P 1.46830 -1.74427 -0.74112
C 3.28500 -1.61123 -0.55279
C 3.80719 -0.88482 0.51375
C 5.17351 -0.85108 0.74517
C 6.04272 -1.54104 -0.08455
C 5.53327 -2.28102 -1.14336
C 4.16669 -2.32399 -1.36870
C 1.27540 -2.60725 -2.33845
C 0.30201 -3.59283 -2.49996
C 0.05620 -4.14216 -3.74919
C 0.78523 -3.72844 -4.85277
C 1.75769 -2.75283 -4.70291
C 1.99135 -2.18980 -3.45963
C -2.12186 -1.86283 1.91498
C -3.13369 -2.63313 2.47137
C -3.54743 -2.38671 3.76837
C -2.92530 -1.39581 4.51408
C -1.95287 -0.60044 3.93209
C -1.57327 -0.77578 2.59789
P -0.35898 0.37882 1.84834
C 1.15071 -0.10491 2.76894
C 1.29365 -1.42709 3.18644
C 2.43835 -1.84559 3.84691
C 3.45809 -0.94753 4.11366
C 3.31424 0.37830 3.73321
C 2.17362 0.79784 3.06727
C -0.84857 2.01952 2.50012
C -2.08628 2.22877 3.10509
C -2.44314 3.48429 3.58017
C -1.58283 4.55699 3.42836
C -0.37024 4.37283 2.77839
C -0.00830 3.12219 2.31287
H -1.36869 -4.66006 2.13647
H 0.50972 -6.09733 2.87686
H 2.79503 -5.64037 2.02636
H 3.19583 -3.78823 0.49563
H 3.15447 -0.31854 1.16161
H 5.55153 -0.26497 1.57221
H 7.10973 -1.50589 0.09147
H 6.19679 -2.83787 -1.79237
H 3.79330 -2.94655 -2.17163
H -0.28762 -3.94375 -1.66435
H -0.71488 -4.89351 -3.85450
H 0.58856 -4.15515 -5.82688
H 2.32478 -2.41189 -5.55899
H 2.74863 -1.41936 -3.36792
H -3.56691 -3.42348 1.87274
H -4.33712 -2.98405 4.20512
H -3.20839 -1.22597 5.54416
H -1.49162 0.18571 4.51573
H 0.49784 -2.14288 3.03125
H 2.52128 -2.87905 4.15698
H 4.35370 -1.27362 4.62592
H 4.09421 1.09757 3.94666
H 2.10423 1.83174 2.77923
H -2.80276 1.42499 3.19304
H -3.41032 3.61744 4.04716
H -1.86473 5.53803 3.78760
H 0.29175 5.21143 2.61032
H 0.90723 3.01971 1.74946
O 3.71751 2.23779 -5.40383
C 2.95907 1.81444 -4.37873
C 3.32463 2.02717 -3.04404
C 2.45642 1.60544 -2.06008
N 1.32405 0.97758 -2.37859
C 1.00773 0.70877 -3.65025
C 1.78299 1.12641 -4.70004
C -0.28555 -0.08079 -3.74667
O -0.69369 -0.52663 -4.78269
O -0.80147 -0.24813 -2.54936
C 2.63037 1.73710 -0.56108
O 3.60124 2.27625 -0.07864
O 1.64863 1.18470 0.08817
H 4.46280 2.75782 -5.08188
H 4.23965 2.52731 -2.75599
H 1.48933 0.93334 -5.72024
O -0.91572 2.25155 -2.52772
Cl -0.11225 3.65904 -2.56357
O -1.06505 4.67186 -2.17634
O 0.23649 3.75927 -3.96550
O -0.37643 2.46770 -0.23669
C -4.24944 3.54172 -2.25555
N -4.19302 3.89290 -0.84826
C -4.14425 5.32162 -0.65698
C -3.12368 3.23519 -0.10222
C -3.32856 1.73029 -0.12823
C -4.62633 1.36707 0.27232
C -5.13544 0.10592 0.08151
C -4.36781 -0.83135 -0.59772
C -3.07742 -0.51008 -0.96530
C -2.46717 0.72544 -0.64829
H -5.24091 3.78228 -2.64794
H -4.09227 2.46991 -2.38182
H -3.49690 4.05467 -2.86321
H -3.21542 5.78358 -1.02463
H -4.24048 5.56404 0.40471
H -4.97761 5.79225 -1.18294
H -3.23868 3.56714 0.93250
H -2.15060 3.55844 -0.43564
H -5.25720 2.14938 0.67562
H -6.14409 -0.12687 0.39931
H -4.75553 -1.81226 -0.83708
H -2.53130 -1.25194 -1.52651
*
```

The electronic energy comes out at -121833.349 eV. The value obtained for the frontier orbital gap is 6.34 eV. The calculation puts the maximum force at 1.065 eV/A. For the energy above the lowest of the compared OMol25 structures with the same formula, charge and spin, the calculation gives 48.45 kJ/mol. Its molar mass is 1169.228 g mol⁻¹.

No. 2
C52H45F9NNiO3P2Te as an isolated structure, computed with wB97M-V/def2-TZVPD.

```
! wB97M-V def2-TZVPD RIJCOSX def2/J DEFGRID3
* xyz -1 3
Ni -0.11012 0.45730 0.03685
C -2.99442 -0.12278 -1.38470
P -1.33441 -0.87543 -1.75103
C -0.84743 -0.25524 -3.40631
C -0.19029 -1.06698 -4.33258
C 0.33775 -0.52928 -5.49895
C 0.22698 0.83203 -5.75019
C -0.40894 1.65154 -4.82790
C -0.93447 1.11316 -3.66163
C -1.92708 -2.58528 -2.12893
C -1.78661 -3.60075 -1.18797
C -2.34124 -4.85892 -1.40470
C -3.03913 -5.11805 -2.57283
C -3.19057 -4.11000 -3.52019
C -2.64658 -2.85407 -3.29659
C -3.08674 -0.06354 0.11470
C -4.15140 -0.18396 0.98825
C -3.61889 -0.01616 2.29681
C -2.26172 0.19916 2.14327
C -1.17495 0.46737 3.15228
P 0.39384 -0.04298 2.33891
C 1.77418 0.59647 3.34123
C 3.01799 -0.02425 3.18654
C 4.12201 0.42188 3.89452
C 4.00414 1.51237 4.75074
C 2.78279 2.15556 4.88125
C 1.67066 1.70057 4.17949
C 0.44996 -1.82036 2.80234
C 0.78414 -2.28156 4.07702
C 0.75817 -3.63964 4.35975
C 0.39435 -4.55397 3.37500
C 0.05649 -4.10466 2.10706
C 0.08748 -2.74358 1.82827
N -1.94172 0.15890 0.81766
H -3.78392 -0.73278 -1.81374
H -3.04918 0.87459 -1.83210
H -0.09449 -2.12999 -4.14675
H 0.84941 -1.17397 -6.20389
H 0.64693 1.25491 -6.65521
H -0.47428 2.71926 -5.00170
H -1.38326 1.77378 -2.92713
H -1.24948 -3.40696 -0.27173
H -2.23071 -5.63245 -0.65246
H -3.47155 -6.09708 -2.74627
H -3.74413 -4.30170 -4.43248
H -2.78219 -2.07324 -4.03657
H -5.18406 -0.37457 0.72632
H -4.16267 -0.04089 3.23218
H -1.32634 -0.09202 4.07494
H -1.11434 1.53391 3.38284
H 3.11445 -0.85521 2.49510
H 5.07887 -0.07019 3.76875
H 4.86537 1.86497 5.30613
H 2.69284 3.02216 5.52695
H 0.72524 2.21532 4.28114
H 1.07302 -1.57672 4.84972
H 1.02300 -3.98860 5.35129
H 0.37881 -5.61494 3.59787
H -0.22602 -4.81273 1.33443
H -0.14707 -2.36841 0.84232
F -1.05940 5.62714 1.90258
C -0.23812 4.56597 1.84901
F 1.02126 5.03806 1.84178
F -0.39779 3.90353 3.00500
C -0.48564 3.59704 0.62690
O 0.03839 2.40046 0.89781
C 0.12656 4.29689 -0.65407
F -0.07472 5.63677 -0.65594
F 1.43822 4.10033 -0.73061
F -0.42150 3.82883 -1.78688
C -2.03992 3.52163 0.39342
F -2.33208 2.56357 -0.50204
F -2.58521 4.66345 -0.07191
F -2.66221 3.21382 1.53639
C 2.46558 -4.66163 -2.03707
Te 1.98486 -2.62347 -1.48048
C 3.56861 -2.93040 -0.07987
C 4.44885 -4.00646 -0.66648
C 5.77540 -4.16557 -0.27227
C 6.56996 -5.15467 -0.83661
C 6.03805 -5.99800 -1.80467
C 4.71441 -5.84793 -2.19833
C 3.90953 -4.85904 -1.63704
H 2.31303 -4.84512 -3.10097
H 1.81585 -5.34659 -1.48668
H 3.13864 -3.23944 0.87656
H 4.09746 -1.98888 0.06681
H 6.19109 -3.49846 0.47683
H 7.60366 -5.26088 -0.52765
H 6.65396 -6.76739 -2.25640
H 4.29867 -6.50357 -2.95661
C 7.69692 2.45806 -1.72880
C 6.23571 2.12753 -1.54044
C 5.57961 2.40697 -0.35334
C 4.23514 2.08242 -0.15080
C 3.60268 2.45566 1.16801
C 3.54248 1.43982 -1.17795
C 4.17007 1.19724 -2.41138
C 3.41183 0.59464 -3.57264
C 5.50519 1.53817 -2.56851
C 2.13888 0.91264 -0.96949
O 1.12266 1.42516 -1.48944
O 2.06029 -0.13738 -0.23773
H 8.10406 2.95107 -0.84463
H 7.84393 3.12022 -2.58595
H 8.28062 1.55158 -1.91020
H 6.12024 2.89292 0.45708
H 4.18284 2.04865 1.99940
H 2.57319 2.11652 1.25593
H 3.59361 3.54184 1.27220
H 2.39733 0.99562 -3.63464
H 3.32274 -0.48419 -3.46483
H 3.92935 0.80117 -4.51155
H 5.98655 1.34238 -3.52437
*
```

The electronic energy comes out at -153664.332 eV. The value obtained for the frontier orbital gap (spin up / spin down) is 6.66 / 6.66 eV. The calculation puts the maximum force at 0.966 eV/A. For the energy above the lowest of the compared OMol25 structures with the same formula, charge and spin, the calculation gives 0.00 kJ/mol. Its molar mass is 1151.159 g mol⁻¹. As for the expectation value of S²: 2.008.

Question: Which value of maximum force does entry 2 give?
Answer: 0.966 eV/A

Question: The highest maximum force belongs to which entry?
Answer: C52H43ClN2O10P2SW

Question: The lowest electronic energy belongs to which entry?
Answer: C52H45F9NNiO3P2Te

Question: The highest maximum force belongs to which entry?
Answer: C52H43ClN2O10P2SW